{"formula": "C5H7N", "method": "ωB97M-V/def2-TZVPD", "symbols": ["C", "C", "C", "C", "N", "C", "H", "H", "H", "H", "H", "H", "H"], "xyz": [[2.512, -0.940, -0.135], [1.383, -0.552, -0.344], [-0.017, -0.050, -0.618], [-1.507, -0.748, -0.530], [-0.519, 0.940, 0.235], [-0.037, 1.413, 1.278], [3.484, -1.377, 0.030], [0.037, 0.499, -1.575], [-1.509, -1.660, -1.089], [-2.194, -0.002, -0.968], [-1.949, -0.933, 0.478], [-0.596, 2.303, 1.523], [0.912, 1.108, 1.715]], "atomic_forces_ev_per_a": [[-0.9, 0.1, -0.2], [-0.4, -1.0, 0.3], [-1.3, 0.0, 0.4], [0.7, -0.9, -0.8], [0.5, 2.5, 0.0], [0.4, 0.7, -0.1], [-0.4, 0.4, -0.1], [-0.1, -0.8, 0.0], [-0.3, -0.7, -0.4], [0.6, -0.5, -0.1], [1.2, 0.1, -0.5], [0.2, 0.1, 1.4], [0.1, 0.0, 0.3]], "e_homo_ev": -9.406, "energy_ha": -249.31886, "relative_energy_kj_mol": 405.3, "charge": 0, "smiles": "C#C[C@@H](C)N=C"}

***

{"formula": "C5H9NS", "method": "ωB97M-V/def2-TZVPD", "symbols": ["C", "C", "C", "C", "C", "N", "S", "H", "H", "H", "H", "H", "H", "H", "H", "H"], "xyz": [[2.691, -0.828, 0.889], [1.415, 0.088, 0.370], [-0.536, -1.202, -0.587], [-0.858, 1.089, 0.256], [-0.043, -0.174, 0.486], [2.136, 0.760, -0.682], [3.684, 0.197, -0.213], [2.847, -0.915, 1.983], [0.144, -2.003, -0.803], [-0.966, -0.751, -1.453], [-1.448, -1.734, -0.227], [-0.646, 1.923, 0.915], [-1.924, 0.715, 0.247], [-0.662, 1.391, -0.803], [-0.295, -0.667, 1.435], [1.806, 1.042, -1.627]], "atomic_forces_ev_per_a": [[-4.3, 4.5, -1.4], [5.3, -3.2, -0.3], [-1.3, -0.7, 1.3], [-1.0, -0.8, -1.3], [-0.3, -0.4, -0.9], [-1.4, -0.9, 1.9], [-0.3, -0.4, -0.1], [0.3, -0.1, -0.8], [0.7, 0.0, -0.3], [0.5, 0.6, -1.0], [0.5, 0.3, 0.4], [-0.2, -0.1, 0.2], [0.8, 1.0, 0.3], [-0.2, 0.1, 0.8], [0.6, 0.5, 0.1], [0.5, -0.5, 1.1]], "e_homo_ev": -7.632, "energy_ha": -648.72122, "relative_energy_kj_mol": 346.4, "charge": 0}

***

{"formula": "C5H4", "method": "ωB97M-V/def2-TZVPD", "symbols": ["C", "C", "C", "C", "C", "H", "H", "H", "H"], "xyz": [[1.069, 0.202, -0.430], [-0.105, 0.911, -0.081], [0.385, -1.046, -0.087], [-0.885, -0.255, -0.191], [0.381, -0.067, 1.055], [1.956, 0.657, -0.566], [-0.284, 1.942, -0.145], [0.517, -2.012, -0.401], [-3.033, -0.332, 0.846]], "atomic_forces_ev_per_a": [[-2.5, -1.1, 0.6], [-0.7, 1.2, -1.0], [-0.9, 1.5, -1.3], [-0.9, -0.9, 0.5], [0.4, -0.1, 0.9], [3.2, 0.6, -0.4], [-0.3, 1.1, 0.7], [0.7, -2.3, 0.4], [1.0, 0.0, -0.4]], "e_homo_ev": [-9.124, -9.581], "energy_ha": -192.52162, "relative_energy_kj_mol": 715.5, "charge": 0}

***

{"formula": "C6H15N2", "method": "ωB97M-V/def2-TZVPD", "symbols": ["C", "C", "C", "C", "N", "C", "C", "N", "H", "H", "H", "H", "H", "H", "H", "H", "H", "H", "H", "H", "H", "H", "H"], "xyz": [[-0.116, 2.689, 0.348], [-1.015, 1.479, 0.732], [-0.524, 0.271, -0.018], [-1.131, -0.210, -1.114], [-1.923, 0.601, -1.945], [0.463, -0.590, 0.732], [1.512, -1.382, 0.001], [1.675, -2.758, 0.544], [0.167, 3.362, 1.157], [0.735, 2.371, -0.249], [-0.729, 3.348, -0.274], [-1.075, 1.258, 1.802], [-2.056, 1.699, 0.497], [-0.790, -1.016, -1.762], [-2.555, 1.274, -1.528], [-2.478, 0.144, -2.648], [-0.004, -1.059, 1.614], [1.011, 0.125, 1.367], [1.293, -1.476, -1.060], [2.469, -0.874, -0.120], [1.939, -2.736, 1.523], [0.790, -3.248, 0.405], [2.339, -3.272, -0.007]], "atomic_forces_ev_per_a": [[-1.1, 0.5, 0.1], [0.4, 0.3, -0.2], [-1.1, -2.1, 0.2], [0.4, 1.8, -1.7], [-1.0, 0.1, 0.3], [0.5, 1.8, 2.0], [-0.1, 0.6, -1.6], [-0.5, 0.2, -0.4], [0.3, -0.4, 0.3], [0.2, 0.1, 0.2], [0.2, -0.1, -0.3], [0.5, 0.1, 0.0], [0.0, 0.0, -0.2], [0.2, -0.5, 0.8], [0.5, 0.1, 0.4], [0.3, -0.5, -0.2], [-0.3, -1.0, -0.6], [0.3, 0.2, -0.4], [-0.7, -0.5, -0.1], [0.2, -0.2, 1.0], [0.0, -0.3, 0.2], [-0.1, 0.0, 0.5], [0.8, -0.4, -0.1]], "e_homo_ev": -11.151, "energy_ha": -346.82978, "relative_energy_kj_mol": 217.4, "charge": 1, "smiles": "CC/C(=C\\N)CC[NH3+]"}